(1)
10 unconnected molecules or ions with the total composition C2H22O9, computed with ωB97M-V/def2-TZVPD.

Results
* structure (SMILES): C=C.O.O.O.O.O.O.O.O.O
* HOMO level: -10.5409 eV
* LUMO energy: 0.0647 eV

Geometry as ORCA input:
```
! RIJCOSX wB97M-V def2-TZVPD def2/J DEFGRID3
* xyz 0 1
O -0.349 -2.062 2.175
O 1.648 -0.580 -1.780
H -2.114 1.227 -2.752
C -3.003 -1.385 -0.428
O -2.167 2.110 -2.413
O -0.934 0.758 1.919
H -2.962 -0.877 -2.418
H 1.125 3.230 1.671
H -0.569 -1.671 3.073
H -0.887 -1.525 1.610
H -1.648 -2.227 -1.591
H 1.187 -1.355 1.787
H 0.202 3.234 0.223
O 0.153 3.201 1.323
H -1.989 1.997 -1.528
H 0.426 -2.601 0.176
H -1.159 0.916 1.040
H 0.773 -0.876 -1.546
O 0.363 -2.836 -0.696
H -2.883 -2.077 0.365
O 1.823 -0.630 2.103
O 3.380 1.000 -0.463
O 0.581 1.611 -0.595
H 3.059 0.150 -0.889
H 1.381 1.366 -1.064
H 0.502 0.878 0.045
H 3.180 0.771 0.465
H 1.155 -0.188 2.656
H -0.724 1.622 2.306
H 1.113 -3.452 -0.970
C -2.535 -1.616 -1.644
H -3.812 -0.777 -0.110
H 1.881 -0.323 -2.709
*
```

Quick look at the natural (NBO) charges, all values in e: atom 1 (O): -0.9545, atom 2 (O): -1.0051, atom 3 (H): 0.4593, atom 4 (C): -0.4110, atom 5 (O): -0.9195, atom 6 (O): -0.9882, atom 7 (H): 0.2039, atom 8 (H): 0.4816, atom 9 (H): 0.4998, atom 10 (H): 0.4885, atom 11 (H): 0.2412, atom 12 (H): 0.4797, atom 13 (H): 0.5302, atom 14 (O): -1.0231, atom 15 (H): 0.4619, atom 16 (H): 0.4759, atom 17 (H): 0.4705, atom 18 (H): 0.5173, atom 19 (O): -0.9658, atom 20 (H): 0.1814, atom 21 (O): -0.9789, atom 22 (O): -0.9794, atom 23 (O): -0.9843, atom 24 (H): 0.4880, atom 25 (H): 0.5103, atom 26 (H): 0.4731, atom 27 (H): 0.4822, atom 28 (H): 0.4662, atom 29 (H): 0.5158, atom 30 (H): 0.4989, atom 31 (C): -0.4118, atom 32 (H): 0.1913, atom 33 (H): 0.5048

---

(2)
9 unconnected molecules or ions with the total composition C2H22O9, computed with ωB97M-V/def2-TZVPD.

Results
* structure (SMILES): CCO.O.O.O.O.O.O.O.O
* HOMO level: -10.8306 eV
* LUMO energy: 0.1652 eV

Geometry as ORCA input:
```
! RIJCOSX wB97M-V def2-TZVPD def2/J DEFGRID3
* xyz 0 1
H -1.869 -1.025 0.883
O -2.045 1.422 -2.581
H -0.787 1.559 0.892
H 1.323 0.618 3.307
H 0.701 -0.797 5.212
H -1.656 -0.395 2.270
O -0.012 2.025 0.540
O -0.080 -1.912 -3.837
O 0.257 -0.229 -1.276
H 2.302 -0.849 3.090
O -0.948 -0.882 3.948
H -0.293 -1.025 -4.138
O -1.688 -0.184 1.318
C 0.416 -1.133 4.216
H -1.437 -1.044 4.759
H -0.548 2.767 -3.003
H 0.946 2.500 -2.952
H 0.866 -0.666 2.163
H 0.302 0.084 -0.358
O -0.289 -2.731 0.243
H -2.916 1.114 -2.309
H -0.343 2.543 -0.205
O 0.292 3.216 -2.866
H 0.493 -3.073 0.685
H -1.980 1.166 -3.509
C 1.284 -0.461 3.149
H -0.238 0.470 -1.722
H 0.672 -2.191 4.058
H 0.177 -1.799 -2.913
H 2.040 0.307 -2.622
H -0.028 -1.872 -0.117
H 2.981 1.424 -3.088
O 2.106 1.050 -3.239
*
```

Quick look at the natural (NBO) charges, all values in e: atom 1 (H): 0.4907, atom 2 (O): -0.9641, atom 3 (H): 0.4955, atom 4 (H): 0.2166, atom 5 (H): 0.1694, atom 6 (H): 0.5065, atom 7 (O): -0.9773, atom 8 (O): -0.9420, atom 9 (O): -1.0135, atom 10 (H): 0.2130, atom 11 (O): -0.7453, atom 12 (H): 0.4572, atom 13 (O): -1.0023, atom 14 (C): -0.0647, atom 15 (H): 0.4832, atom 16 (H): 0.4660, atom 17 (H): 0.4890, atom 18 (H): 0.2126, atom 19 (H): 0.5077, atom 20 (O): -0.9580, atom 21 (H): 0.4935, atom 22 (H): 0.4821, atom 23 (O): -0.9752, atom 24 (H): 0.4690, atom 25 (H): 0.4787, atom 26 (C): -0.6303, atom 27 (H): 0.5010, atom 28 (H): 0.1566, atom 29 (H): 0.4847, atom 30 (H): 0.4977, atom 31 (H): 0.4839, atom 32 (H): 0.4803, atom 33 (O): -0.9621

---

Which structure wins on stability? (2) wins.

---

(1)
A single C7H8O2 molecule, computed with ωB97M-V/def2-TZVPD.

Results
* structure (SMILES): CC#CC1(C)OC=CO1
* HOMO level: -8.0446 eV
* LUMO energy: 0.9776 eV

Geometry as ORCA input:
```
! RIJCOSX wB97M-V def2-TZVPD def2/J DEFGRID3
* xyz 0 1
C 0.174 -0.261 0.675
C -0.255 -0.653 1.732
C 1.455 -0.699 -1.121
O -0.891 0.092 -1.420
H -2.044 1.534 -2.434
O 0.769 1.533 -0.729
H 1.879 -0.125 -1.976
C -0.771 -1.347 2.930
C -1.128 1.357 -1.865
H 2.174 -0.897 -0.316
H -1.129 -0.626 3.544
H -1.472 -2.036 2.580
H 1.090 -1.703 -1.502
C 0.371 0.207 -0.679
H -0.138 -1.885 3.598
C -0.160 2.197 -1.482
H 0.077 3.311 -1.536
*
```

Quick look at the natural (NBO) charges, all values in e: atom 1 (C): -0.1013, atom 2 (C): 0.0663, atom 3 (C): -0.6361, atom 4 (O): -0.4767, atom 5 (H): 0.2174, atom 6 (O): -0.4869, atom 7 (H): 0.2214, atom 8 (C): -0.6758, atom 9 (C): 0.0213, atom 10 (H): 0.2381, atom 11 (H): 0.2300, atom 12 (H): 0.2366, atom 13 (H): 0.2367, atom 14 (C): 0.4408, atom 15 (H): 0.2332, atom 16 (C): 0.0088, atom 17 (H): 0.2260

---

(2)
A molecular structure, C7H8O2, computed with ωB97M-V/def2-TZVPD.

Results
* HOMO level: -8.6377 eV
* LUMO energy: 0.9246 eV

Geometry as ORCA input:
```
! RIJCOSX wB97M-V def2-TZVPD def2/J DEFGRID3
* xyz 0 1
H 0.115 -1.905 -2.052
O 0.155 0.843 1.723
C 0.804 -0.576 -0.572
C -1.940 -0.127 -0.100
C -0.023 -0.607 -1.788
C -0.612 0.279 0.553
H 1.916 1.450 2.363
C 1.688 0.706 -0.037
H -0.331 1.200 -0.067
H 2.543 1.155 -0.423
H -2.538 -0.795 -1.960
C -1.636 -0.559 -1.340
C 1.414 0.971 1.261
O 0.003 -0.951 0.404
H -2.986 0.296 0.536
H 1.535 -1.279 -0.550
H 0.311 0.222 -2.727
*
```

Quick look at the natural (NBO) charges, all values in e: atom 1 (H): 0.2402, atom 2 (O): -0.4962, atom 3 (C): 0.0623, atom 4 (C): -0.2053, atom 5 (C): -0.4485, atom 6 (C): 0.2710, atom 7 (H): 0.2205, atom 8 (C): -0.4368, atom 9 (H): 0.1920, atom 10 (H): 0.2267, atom 11 (H): 0.2372, atom 12 (C): -0.2113, atom 13 (C): 0.1552, atom 14 (O): -0.4963, atom 15 (H): 0.2433, atom 16 (H): 0.1911, atom 17 (H): 0.2550

---

(3)
A molecular structure, C7H8O2, computed with ωB97M-V/def2-TZVPD.

Results
* HOMO level: -7.4912 eV
* LUMO energy: 0.5027 eV

Geometry as ORCA input:
```
! RIJCOSX wB97M-V def2-TZVPD def2/J DEFGRID3
* xyz 0 1
H -3.016 -0.627 1.846
H -0.347 2.634 -0.424
C -1.015 1.786 -0.601
H -2.799 -1.819 -0.688
H -1.074 1.505 -1.604
O -1.118 -0.793 -1.028
C -2.226 -0.560 0.968
C -2.132 -1.094 -0.289
C 0.847 0.194 0.216
H 4.033 -0.325 -0.660
C 3.305 -0.760 0.082
O -1.150 0.179 1.292
H 3.266 -1.908 -0.261
C -0.485 0.516 0.187
C 2.011 -0.155 0.127
H -1.993 1.861 -0.233
H 3.892 -0.633 1.069
*
```

Quick look at the natural (NBO) charges, all values in e: atom 1 (H): 0.2184, atom 2 (H): 0.2254, atom 3 (C): -0.6439, atom 4 (H): 0.1925, atom 5 (H): 0.2412, atom 6 (O): -0.5595, atom 7 (C): -0.0912, atom 8 (C): 0.0926, atom 9 (C): -0.1155, atom 10 (H): 0.2462, atom 11 (C): -0.7170, atom 12 (O): -0.4818, atom 13 (H): 0.2552, atom 14 (C): 0.5322, atom 15 (C): 0.1235, atom 16 (H): 0.2281, atom 17 (H): 0.2536

---

Which structure wins on stability? (1) wins.

---

(1)
A gas-phase ion, C5H7N2 (charge +1), computed with ωB97M-V/def2-TZVPD.

Results
* structure (SMILES): [H]/N=C/C(C)=C=[N+]=C
* HOMO level: -14.1177 eV
* LUMO energy: -6.1759 eV

Geometry as ORCA input:
```
! RIJCOSX wB97M-V def2-TZVPD def2/J DEFGRID3
* xyz 1 1
N 0.416 2.713 -0.265
H -0.804 -3.597 -0.298
C 0.072 0.415 0.141
H 1.593 1.295 0.912
H -2.029 -3.084 -1.746
H 0.114 3.662 -0.661
H 1.341 -0.543 1.551
N -0.837 -1.700 -0.985
C -0.371 -0.767 -0.346
C 0.992 0.553 1.312
H 0.459 0.975 2.227
C -1.314 -2.888 -0.968
H -0.586 1.458 -1.659
C -0.143 1.641 -0.668
*
```

Quick look at the natural (NBO) charges, all values in e: atom 1 (N): -0.5436, atom 2 (H): 0.2443, atom 3 (C): -0.0070, atom 4 (H): 0.2769, atom 5 (H): 0.2419, atom 6 (H): 0.4065, atom 7 (H): 0.2419, atom 8 (N): -0.2887, atom 9 (C): 0.4622, atom 10 (C): -0.6334, atom 11 (H): 0.2797, atom 12 (C): 0.0504, atom 13 (H): 0.1894, atom 14 (C): 0.0795

---

(2)
A gas-phase ion, C5H7N2 (charge +1), computed with ωB97M-V/def2-TZVPD.

Results
* structure (SMILES): C=NC#CC(C)=[NH2+]
* HOMO level: -14.3208 eV
* LUMO energy: -5.0302 eV

Geometry as ORCA input:
```
! RIJCOSX wB97M-V def2-TZVPD def2/J DEFGRID3
* xyz 1 1
H -1.382 -0.554 -1.258
C -1.550 -0.999 -0.284
H 0.592 -1.458 2.184
C -0.263 -0.950 0.484
H -2.313 -0.597 0.177
H -1.121 -1.649 2.267
C 1.464 2.495 -1.033
N 1.071 1.488 -0.430
N -0.317 -1.247 1.804
H -1.620 -1.998 -0.506
H 1.992 2.588 -1.946
H 1.282 3.467 -0.607
C 1.246 0.281 -0.622
C 0.919 -0.866 -0.230
*
```

Quick look at the natural (NBO) charges, all values in e: atom 1 (H): 0.2461, atom 2 (C): -0.6490, atom 3 (H): 0.4189, atom 4 (C): 0.4109, atom 5 (H): 0.2383, atom 6 (H): 0.4351, atom 7 (C): 0.0792, atom 8 (N): -0.3806, atom 9 (N): -0.6961, atom 10 (H): 0.2658, atom 11 (H): 0.2002, atom 12 (H): 0.2040, atom 13 (C): 0.3923, atom 14 (C): -0.1652

---

(3)
A molecular structure, C5H7N2, computed with ωB97M-V/def2-TZVPD.

Results
* HOMO level (spin up / spin down): -15.0072 / -14.6930 eV
* LUMO energy (spin up / spin down): -7.2282 / -6.6431 eV

Geometry as ORCA input:
```
! RIJCOSX wB97M-V def2-TZVPD def2/J DEFGRID3
* xyz 1 1
C -0.895 -0.733 -1.534
C 1.144 -1.511 -0.161
H 2.046 -1.216 -0.753
H -1.810 1.829 -0.003
N 0.827 0.891 1.184
H -1.561 0.190 -1.692
N 0.034 0.609 0.210
H 0.052 2.650 2.519
C -0.116 1.901 1.675
C 0.013 -0.596 -0.530
C -0.934 1.707 0.629
H -0.907 -1.734 -1.899
H 1.295 -1.454 0.959
H 0.813 -2.534 -0.603
*
```

Quick look at the natural (NBO) charges, all values in e: atom 1 (C): -0.2198, atom 2 (C): -0.6762, atom 3 (H): 0.2717, atom 4 (H): 0.2613, atom 5 (N): -0.0036, atom 6 (H): 0.2361, atom 7 (N): -0.0529, atom 8 (H): 0.2888, atom 9 (C): -0.0461, atom 10 (C): 0.1557, atom 11 (C): 0.0089, atom 12 (H): 0.2510, atom 13 (H): 0.2669, atom 14 (H): 0.2585

---

Which structure wins on stability? (1) wins.